{"formula": "C10H19NO2S", "method": "ωB97M-V/def2-TZVPD", "total_charge": 0, "homo_ev": -7.831, "spin_multiplicity": 1, "homo_lumo_gap_ev": 7.699, "e_above_lowest_kj_mol": 687.8, "symbols": ["C", "C", "C", "C", "C", "C", "C", "C", "C", "C", "N", "O", "O", "S", "H", "H", "H", "H", "H", "H", "H", "H", "H", "H", "H", "H", "H", "H", "H", "H", "H", "H", "H"], "positions_angstrom": [[0.4457, 1.4672, -2.2363], [-1.1457, -1.2637, 0.1743], [-2.3779, -0.4811, 0.3321], [-1.0990, 1.5142, 1.8767], [0.3161, 0.6658, -0.7007], [-0.1122, -0.8077, -0.8892], [1.0164, -1.8031, -0.9385], [-0.9312, -0.9009, -2.1570], [1.8938, 0.2763, 1.2107], [1.6519, 2.3665, 0.1286], [1.1647, 0.9936, 0.2112], [1.5460, 1.1120, -2.5498], [-0.4955, 2.0697, -2.5989], [-1.8204, 1.3147, 0.3301], [-0.6412, -1.0827, 1.0914], [-1.2793, -2.4265, 0.2379], [-3.1014, -0.6204, -0.5084], [-2.9675, -0.8353, 1.1680], [-1.6809, 2.1177, 2.6305], [-0.1792, 2.1019, 1.7633], [1.9864, -1.4546, -1.3647], [0.9000, -2.6766, -1.6616], [1.3416, -1.9769, 0.1375], [-1.4541, -1.8132, -2.2632], [-0.3356, -0.7626, -3.0271], [-1.5642, -0.0926, -2.2540], [2.9437, 0.5263, 1.1215], [1.7559, 0.5232, 2.2006], [1.7081, -0.8114, 1.1250], [2.5352, 2.4342, -0.6145], [0.9585, 2.9658, -0.3243], [1.9414, 2.7805, 1.0046], [-3.1897, 1.5634, 0.4510]]}



{"formula": "C41H78GeN3O3PSSi3Ti", "method": "ωB97M-V/def2-TZVPD", "s2": 0.7633, "total_charge": -1, "homo_ev": [-3.939, -3.942], "spin_multiplicity": 2, "homo_lumo_gap_ev": [6.231, 6.231], "e_above_lowest_kj_mol": 169.9, "symbols": ["Ti", "N", "N", "C", "O", "O", "H", "H", "H", "C", "C", "C", "C", "C", "C", "C", "C", "C", "C", "C", "C", "C", "C", "C", "C", "C", "C", "C", "C", "C", "P", "C", "C", "C", "C", "C", "C", "C", "C", "H", "H", "H", "H", "H", "H", "H", "H", "H", "H", "H", "H", "H", "H", "H", "H", "H", "H", "H", "H", "H", "H", "H", "H", "H", "H", "H", "H", "H", "H", "H", "H", "H", "H", "H", "H", "H", "H", "H", "H", "H", "H", "H", "H", "H", "S", "C", "N", "C", "Si", "C", "C", "Ge", "Si", "C", "C", "C", "Si", "C", "C", "C", "H", "H", "H", "H", "H", "H", "H", "H", "H", "H", "H", "H", "H", "H", "H", "H", "H", "H", "H", "H", "H", "H", "H", "H", "H", "H", "H", "C", "O", "H", "H", "H"], "positions_angstrom": [[0.3046, 0.3000, -0.1463], [2.0555, 0.3357, 1.3260], [3.2717, 0.0210, 0.6946], [3.2027, -0.0636, -0.6930], [4.2227, -0.1025, -1.3625], [1.9915, -0.1113, -1.1437], [2.0406, 1.3078, 1.6285], [1.9308, -0.2621, 2.1367], [4.0995, 0.4703, 1.0579], [2.6421, -4.6360, 3.3079], [3.2140, -3.5678, 2.3742], [3.8514, -2.4429, 3.1847], [2.1655, -3.0915, 1.3825], [0.9006, -2.6944, 1.7690], [-0.1452, -2.4902, 0.8520], [-1.5373, -2.6753, 1.4411], [-1.6728, -4.1477, 1.8698], [-1.8564, -1.8058, 2.6500], [0.1284, -2.5372, -0.5421], [1.4126, -3.0080, -0.9295], [2.3930, -3.2335, 0.0201], [1.7033, -3.5296, -2.3255], [3.1086, -3.1920, -2.8306], [1.5088, -5.0533, -2.3365], [-0.9702, -2.5818, -1.6070], [-1.6595, -3.7970, -1.5869], [-2.6666, -4.1220, -2.4793], [-3.0115, -3.2124, -3.4566], [-2.3359, -2.0046, -3.5086], [-1.3199, -1.6435, -2.6205], [-0.6268, 0.0839, -2.8490], [0.4217, -0.0418, -4.4442], [0.8270, 1.3562, -4.9401], [-0.2339, -0.8424, -5.5780], [1.7401, -0.7542, -4.1435], [-2.0764, 1.2381, -3.3758], [-2.5123, 1.2439, -4.8528], [-3.3670, 0.9974, -2.5888], [-1.5886, 2.6469, -2.9977], [3.4329, -5.0620, 3.9290], [2.1697, -5.4437, 2.7466], [1.8925, -4.2098, 3.9781], [4.0038, -4.0341, 1.7771], [3.1131, -1.9497, 3.8171], [4.3030, -1.6994, 2.5314], [4.6268, -2.8408, 3.8431], [0.6467, -2.6819, 2.8229], [-2.2714, -2.5086, 0.6642], [-1.1201, -4.3324, 2.7947], [-1.2935, -4.8439, 1.1206], [-2.7246, -4.3773, 2.0535], [-1.1331, -1.9736, 3.4484], [-2.8396, -2.0709, 3.0444], [-1.8482, -0.7439, 2.4195], [3.3534, -3.6160, -0.3040], [0.9560, -3.1246, -3.0056], [3.8505, -3.8512, -2.3741], [3.3962, -2.1627, -2.6178], [3.1640, -3.3524, -3.9097], [2.2125, -5.5306, -1.6504], [1.6923, -5.4465, -3.3395], [0.4987, -5.3363, -2.0402], [-1.3898, -4.5159, -0.8250], [-3.1727, -5.0758, -2.3976], [-3.8008, -3.4235, -4.1668], [-2.6175, -1.3005, -4.2766], [0.0134, 1.9623, -5.3255], [1.5447, 1.2199, -5.7544], [1.3288, 1.9208, -4.1560], [-1.1965, -0.4656, -5.9137], [-0.3620, -1.8859, -5.2869], [0.4461, -0.8242, -6.4362], [2.3116, -0.2791, -3.3543], [2.3396, -0.7563, -5.0602], [1.5643, -1.7882, -3.8772], [-3.0355, 0.3293, -5.1340], [-1.7190, 1.4189, -5.5705], [-3.2322, 2.0597, -4.9645], [-3.7228, -0.0298, -2.6450], [-4.1408, 1.6444, -3.0128], [-3.2635, 1.2676, -1.5461], [-0.7501, 2.9856, -3.6025], [-1.2904, 2.6932, -1.9482], [-2.4137, 3.3508, -3.1452], [-4.4875, -0.6944, -0.1177], [-2.9230, -0.2753, -0.1155], [-1.7943, 0.0461, -0.1143], [-1.5031, 0.6126, 5.1861], [-0.1647, 1.6880, 4.3664], [-0.1289, 3.2311, 5.4667], [1.4478, 0.7584, 4.7235], [-0.4412, 2.0070, 2.0037], [-2.5840, 3.0664, 1.9580], [-3.0370, 3.7909, 0.2775], [-2.7024, 4.5056, 3.1803], [-4.0170, 1.9362, 2.4329], [1.0446, 3.6844, 1.1904], [0.4115, 5.0485, 0.0111], [2.9633, 3.4170, 1.2122], [1.2048, 4.9409, 2.7011], [-1.6878, 0.9896, 6.1968], [-1.1849, -0.4268, 5.2787], [-2.4501, 0.6169, 4.6489], [0.4022, 2.9696, 6.3891], [-1.1459, 3.5128, 5.7473], [0.3538, 4.1002, 5.0237], [1.6030, 0.6375, 5.8001], [2.3261, 1.2603, 4.3081], [1.3831, -0.2424, 4.2902], [-2.2573, 4.4430, -0.1166], [-3.9562, 4.3769, 0.3831], [-3.2264, 3.0085, -0.4576], [-1.9232, 5.2559, 3.0388], [-2.6491, 4.1564, 4.2130], [-3.6754, 4.9909, 3.0427], [-4.1645, 1.1112, 1.7355], [-4.9413, 2.5239, 2.4544], [-3.8804, 1.5066, 3.4269], [-0.0823, 4.7224, -0.9045], [1.2649, 5.6768, -0.2696], [-0.2767, 5.6879, 0.5690], [3.4172, 2.7239, 0.5030], [3.2657, 3.1352, 2.2277], [3.4093, 4.4021, 1.0404], [0.2360, 5.3029, 3.0607], [1.7916, 5.8212, 2.4079], [1.7175, 4.4831, 3.5548], [1.6089, 2.7724, -1.5729], [0.9540, 2.3408, -0.4027], [2.4665, 3.4080, -1.3246], [0.9475, 3.3680, -2.2098], [1.9851, 1.9283, -2.1516]]}



{"formula": "CHClINO", "method": "ωB97M-V/def2-TZVPD", "total_charge": 0, "homo_ev": -10.253, "spin_multiplicity": 1, "homo_lumo_gap_ev": 10.204, "e_above_lowest_kj_mol": 1.3, "symbols": ["O", "C", "N", "Cl", "I", "H"], "positions_angstrom": [[1.4880, 1.7051, -1.5559], [0.8141, 2.0652, -0.6998], [0.2864, 2.7731, 0.1288], [-1.0583, 2.4718, 1.0958], [-0.2723, -2.0197, 0.0780], [1.0083, -3.0101, -0.1739]]}



Number 3 is which compound?
CHClINO